117
Properties=species:S:1:pos:R:3 method="wB97M-V/def2-TZVPD" spin_multiplicity=1 charge=-2 energy_ha=-2087.95337 lumo_energy_ha=0.1710
Hg -0.53692 0.44762 0.46501
C -2.90723 -2.87293 -0.38388
C -2.11454 -3.12270 -1.66080
C -2.95150 -4.09006 -2.51101
C -2.68923 -4.00433 -3.98691
C -2.64323 -2.53607 -4.40308
C -1.61074 -1.69596 -3.63868
N -1.96220 -1.83839 -2.27465
O -1.31367 -0.85889 -1.50993
C -1.77845 -0.28275 -4.13919
C -0.22017 -2.20537 -4.03237
C -0.81159 -3.76906 -1.22053
H -3.92897 -2.53814 -0.58697
H -2.39505 -2.13483 0.22602
H -3.05105 -3.80965 0.18069
H -4.01865 -4.07384 -2.27173
H -2.68417 -5.10772 -2.17275
H -3.50904 -4.37277 -4.63189
H -1.84937 -4.58936 -4.37030
H -3.64832 -2.10574 -4.32292
H -2.44907 -2.47090 -5.48951
H -1.77871 -0.24041 -5.23801
H -0.92826 0.28068 -3.75575
H -2.72988 0.17975 -3.86934
H 0.43488 -1.96860 -3.18063
H 0.19731 -1.68009 -4.89244
H -0.20558 -3.29098 -4.10622
H -0.19808 -4.02054 -2.09307
H -0.95078 -4.59970 -0.53069
H -0.24536 -2.97840 -0.73377
C 1.75281 0.99217 -3.81976
C 2.76312 1.05812 -2.63296
C 4.09964 1.61521 -3.11635
C 4.14211 3.10956 -3.35745
C 3.59903 3.85223 -2.14207
C 2.25290 3.33628 -1.62360
N 2.32780 1.90182 -1.53996
O 1.34452 1.28525 -0.74967
C 1.15604 3.83308 -2.57190
C 2.06033 3.91189 -0.25127
C 2.95851 -0.33492 -2.08118
H 2.15892 1.44084 -4.73634
H 0.83044 1.53347 -3.62592
H 1.44849 -0.03785 -4.02072
H 4.43948 1.11465 -4.04309
H 4.88894 1.27368 -2.42897
H 3.52336 3.32103 -4.23621
H 5.16849 3.44306 -3.53115
H 3.43551 4.90256 -2.45526
H 4.33785 3.93531 -1.33879
H 0.94409 4.90996 -2.51140
H 0.22655 3.35528 -2.26819
H 1.31051 3.56829 -3.61790
H 1.20992 3.54780 0.31261
H 1.96191 5.00407 -0.30191
H 2.93871 3.63940 0.34423
H 3.48339 -0.96832 -2.81621
H 1.99081 -0.82187 -1.95235
H 3.51294 -0.34552 -1.14521
C 2.29319 -1.97172 0.26652
C 1.84719 -2.21239 1.70419
C 2.79278 -3.27639 2.24818
C 2.84949 -3.31628 3.78568
C 3.04074 -1.93306 4.36034
C 2.00332 -0.91841 3.87948
N 2.00273 -0.96286 2.41846
O 1.14014 0.04010 1.94228
C 2.50313 0.46452 4.28915
C 0.64544 -1.17233 4.55570
C 0.41897 -2.82334 1.61506
H 3.13056 -1.27707 0.22652
H 1.48844 -1.49583 -0.30367
H 2.51874 -2.91510 -0.23755
H 3.82626 -3.10193 1.93751
H 2.46681 -4.28423 1.97798
H 3.68393 -3.94670 4.12830
H 1.97135 -3.83065 4.20107
H 4.06726 -1.58789 4.23017
H 2.85821 -2.02794 5.44395
H 1.84459 1.24776 3.92020
H 3.53962 0.61042 3.98385
H 2.48532 0.55143 5.38910
H 0.11790 -0.23396 4.73689
H 0.70650 -1.77738 5.46582
H -0.05969 -1.68403 3.90859
H 0.59530 -3.82018 1.19232
H -0.16792 -2.25299 0.91245
H -0.05364 -3.02719 2.56939
C -2.54205 -0.49416 2.81316
C -2.84901 1.00502 2.76147
C -1.87942 1.61952 3.77783
C -1.98092 3.12585 3.71750
C -1.57716 3.62249 2.36357
C -2.42601 2.97661 1.25914
N -2.48467 1.53702 1.44516
O -3.10781 0.82279 0.39219
C -1.83528 3.28279 -0.06144
C -3.83053 3.61633 1.25322
C -4.32248 1.10517 3.14275
H -2.18986 -0.79502 3.79707
H -1.72559 -0.75930 2.14558
H -3.37072 -1.07753 2.40846
H -0.86684 1.27967 3.54344
H -2.14105 1.23493 4.77113
H -1.38471 3.53725 4.54629
H -2.99927 3.44522 3.96912
H -0.52100 3.47368 2.12590
H -1.75072 4.70450 2.28451
H -0.86962 2.75863 -0.09683
H -1.56995 4.33677 -0.17219
H -2.42609 2.92355 -0.89853
H -4.44856 3.22174 0.44699
H -3.74746 4.70188 1.16226
H -4.36314 3.35916 2.17161
H -4.91065 0.94164 2.23062
H -4.60418 2.09209 3.51998
H -4.62142 0.31087 3.82640